Record 1
# C4H5NO

A single C4H5NO molecule (ωB97M-V/def2-TZVPD, the OMol25 dataset).

```
11
Properties=species:S:1:pos:R:3:lowdin_charge:R:1
C 2.96 0.16 0.37 0.140
C 1.83 -0.13 0.06 -0.023
C 0.41 -0.37 0.31 -0.540
O 0.09 -0.85 1.39 0.061
N -0.48 0.04 -0.63 0.007
C -1.88 0.08 -0.27 -0.068
H 3.93 0.42 0.72 0.035
H -0.15 0.39 -1.51 0.138
H -2.49 -0.56 -0.91 0.084
H -2.27 1.11 -0.29 0.086
H -1.93 -0.29 0.76 0.080
```

Output
frontier orbital gap	10.86	eV
net charge	0
structure (SMILES)	C#CC(=O)NC


Record 2
# C5H13N2

A single C5H13N2 molecule (ωB97M-V/def2-TZVPD, the OMol25 dataset).

```
20
Properties=species:S:1:pos:R:3:lowdin_charge:R:1
N -1.10 0.14 1.43 0.184
C -0.34 -0.18 0.14 -0.314
C 0.85 0.81 0.03 -0.244
C 1.04 1.23 -1.41 -0.348
C 1.15 2.58 -1.77 -0.161
C 0.04 -1.64 0.19 -0.213
N -1.17 -2.40 0.64 -0.026
H -1.40 -0.80 1.77 0.116
H -1.91 0.72 1.26 0.148
H -0.48 0.65 2.05 0.136
H -0.98 -0.04 -0.74 0.128
H 1.78 0.51 0.51 0.093
H 0.51 1.68 0.63 0.091
H 1.11 0.45 -2.18 0.042
H 0.65 3.29 -1.10 -0.017
H 1.78 2.84 -2.61 -0.013
H 0.30 -2.04 -0.79 0.121
H 0.82 -1.81 0.92 0.119
H -1.77 -2.73 -0.11 0.080
H -0.88 -3.25 1.12 0.077
```

Output
spin multiplicity	2
frontier orbital gap (spin up / spin down)	2.43 / 6.17	eV
<S²>	0.75
net charge	0


Record 3
# C72H168

12 unconnected molecules or ions with the total composition C72H168 (ωB97M-V/def2-TZVPD, the OMol25 dataset).

```
240
Properties=species:S:1:pos:R:3:lowdin_charge:R:1
C 0.49 4.38 6.94 -0.100
C 1.75 4.47 6.05 -0.270
C 1.93 5.72 5.23 -0.225
C 3.38 5.78 4.80 -0.250
C 3.65 6.99 3.96 -0.277
C 5.11 7.11 3.47 -0.110
H 0.40 5.33 7.44 0.061
H 0.56 3.53 7.63 0.072
H -0.39 4.30 6.37 0.051
H 2.62 4.22 6.61 0.094
H 1.64 3.59 5.36 0.111
H 1.70 6.57 5.86 0.113
H 1.32 5.82 4.36 0.095
H 3.98 5.95 5.66 0.109
H 3.69 4.84 4.37 0.112
H 2.98 7.04 3.07 0.115
H 3.44 7.87 4.51 0.095
H 5.40 6.24 2.89 0.063
H 5.15 7.97 2.81 0.058
H 5.89 7.30 4.24 0.080
C -6.69 -1.41 -4.10 -0.113
C -5.82 -0.27 -3.53 -0.238
C -5.56 0.80 -4.69 -0.220
C -4.74 1.99 -4.29 -0.234
C -5.65 3.05 -3.67 -0.264
C -4.84 4.16 -3.07 -0.122
H -6.79 -2.34 -3.50 0.078
H -6.25 -1.57 -5.10 0.067
H -7.66 -1.00 -4.25 0.054
H -6.34 0.21 -2.70 0.095
H -4.85 -0.65 -3.14 0.073
H -6.60 1.02 -5.11 0.137
H -4.91 0.32 -5.41 0.083
H -4.06 1.55 -3.54 0.099
H -4.14 2.38 -5.09 0.108
H -6.31 3.53 -4.36 0.107
H -6.28 2.52 -2.98 0.097
H -4.32 4.60 -3.87 0.050
H -5.51 4.91 -2.61 0.082
H -4.11 3.89 -2.32 0.065
C -0.28 -5.50 1.84 -0.118
C -1.19 -4.92 2.93 -0.277
C -2.59 -5.47 2.80 -0.244
C -3.58 -4.81 3.79 -0.224
C -5.09 -5.13 3.62 -0.282
C -5.89 -5.13 4.89 -0.146
H -0.04 -6.58 2.04 0.081
H 0.66 -4.97 1.77 0.048
H -0.78 -5.55 0.85 0.078
H -0.79 -5.27 3.90 0.119
H -1.17 -3.85 2.84 0.078
H -2.57 -6.58 2.91 0.128
H -2.97 -5.30 1.81 0.082
H -3.20 -5.06 4.81 0.115
H -3.39 -3.71 3.70 0.094
H -5.46 -4.43 2.77 0.123
H -5.24 -6.17 3.16 0.120
H -6.94 -5.37 4.62 0.078
H -5.61 -5.80 5.69 0.073
H -5.95 -4.15 5.35 0.066
C -4.63 -3.69 -0.96 -0.096
C -4.49 -2.24 -0.51 -0.259
C -3.44 -1.94 0.57 -0.192
C -3.42 -0.49 1.11 -0.227
C -2.54 -0.30 2.27 -0.279
C -2.31 1.10 2.88 -0.091
H -3.88 -4.02 -1.67 0.055
H -5.61 -3.96 -1.32 0.062
H -4.47 -4.37 -0.06 0.075
H -4.21 -1.68 -1.44 0.065
H -5.40 -1.82 -0.15 0.096
H -2.46 -2.24 0.15 0.117
H -3.58 -2.60 1.40 0.076
H -3.19 0.15 0.32 0.074
H -4.45 -0.23 1.31 0.116
H -2.90 -0.94 3.10 0.101
H -1.52 -0.68 1.99 0.104
H -2.35 1.89 2.13 0.061
H -3.09 1.31 3.66 0.092
H -1.33 1.06 3.30 0.033
C 2.25 -4.40 -3.99 -0.119
C 1.87 -2.99 -3.61 -0.270
C 2.97 -2.05 -4.08 -0.187
C 2.93 -0.66 -3.41 -0.210
C 3.59 0.49 -4.18 -0.246
C 3.38 1.86 -3.53 -0.081
H 3.19 -4.71 -3.44 0.095
H 2.54 -4.58 -5.01 0.061
H 1.49 -5.13 -3.74 0.061
H 1.01 -2.68 -4.16 0.068
H 1.57 -3.00 -2.57 0.098
H 2.85 -1.87 -5.14 0.099
H 3.92 -2.56 -3.89 0.113
H 1.95 -0.30 -3.18 0.070
H 3.29 -0.74 -2.38 0.098
H 4.61 0.34 -4.38 0.088
H 3.08 0.47 -5.16 0.080
H 2.28 2.07 -3.58 0.070
H 3.71 1.85 -2.53 0.013
H 3.90 2.66 -4.05 0.082
C 8.16 -0.71 -1.91 -0.116
C 6.76 -0.55 -1.45 -0.289
C 6.55 0.65 -0.54 -0.220
C 5.09 0.71 0.04 -0.208
C 4.53 1.97 0.75 -0.253
C 4.54 3.25 -0.07 -0.094
H 8.53 0.06 -2.58 0.075
H 8.26 -1.61 -2.58 0.092
H 8.77 -0.87 -1.08 0.052
H 5.94 -0.43 -2.13 0.089
H 6.44 -1.39 -0.81 0.120
H 6.82 1.57 -1.04 0.101
H 7.23 0.70 0.34 0.119
H 4.45 0.58 -0.88 0.084
H 4.95 -0.16 0.68 0.082
H 3.46 1.66 1.00 0.092
H 4.98 2.11 1.73 0.094
H 3.74 3.93 0.17 0.048
H 5.51 3.77 0.00 0.079
H 4.48 3.08 -1.14 0.048
C 0.67 4.30 1.21 -0.097
C 0.77 4.76 -0.26 -0.283
C -0.42 5.63 -0.72 -0.204
C -0.35 5.93 -2.28 -0.203
C -1.64 6.47 -2.86 -0.284
C -2.11 7.76 -2.19 -0.106
H -0.36 3.97 1.43 0.072
H 0.88 5.12 1.90 0.051
H 1.51 3.55 1.41 0.076
H 1.66 5.33 -0.46 0.097
H 0.89 3.91 -0.92 0.058
H -0.26 6.56 -0.12 0.113
H -1.35 5.15 -0.38 0.106
H 0.44 6.68 -2.44 0.114
H 0.04 5.01 -2.73 0.096
H -1.42 6.63 -3.88 0.081
H -2.40 5.66 -2.83 0.093
H -2.08 7.60 -1.09 0.064
H -1.37 8.57 -2.40 0.081
H -3.15 8.10 -2.49 0.084
C 3.29 -4.73 6.02 -0.096
C 4.18 -3.52 5.63 -0.276
C 3.58 -2.51 4.72 -0.221
C 4.57 -1.29 4.56 -0.200
C 4.05 -0.38 3.45 -0.247
C 3.14 0.74 4.03 -0.101
H 3.76 -5.36 6.83 0.084
H 3.03 -5.36 5.12 0.085
H 2.35 -4.48 6.42 0.023
H 4.49 -3.05 6.55 0.105
H 5.05 -3.89 5.16 0.095
H 2.63 -2.17 5.05 0.085
H 3.44 -2.88 3.69 0.113
H 4.81 -0.84 5.55 0.124
H 5.49 -1.72 4.29 0.086
H 4.97 0.11 3.00 0.106
H 3.46 -0.84 2.66 0.075
H 2.21 0.34 4.35 0.041
H 3.65 1.09 4.93 0.067
H 2.85 1.61 3.41 0.063
C -0.57 -1.48 11.67 -0.124
C -1.15 -1.20 10.27 -0.290
C -0.32 -1.63 9.06 -0.224
C -1.05 -1.21 7.74 -0.220
C -0.14 -1.55 6.61 -0.312
C -0.62 -1.40 5.18 -0.099
H 0.16 -0.72 11.89 0.055
H -0.01 -2.44 11.81 0.077
H -1.39 -1.50 12.42 0.075
H -2.10 -1.75 10.15 0.110
H -1.40 -0.14 10.27 0.100
H -0.08 -2.68 9.14 0.106
H 0.68 -1.08 9.04 0.129
H -1.94 -1.82 7.56 0.112
H -1.44 -0.14 7.72 0.137
H 0.83 -1.01 6.63 0.109
H 0.20 -2.56 6.70 0.093
H -1.53 -1.94 4.96 0.062
H -0.77 -0.31 5.01 0.075
H 0.14 -1.71 4.54 0.035
C -1.72 -5.10 -6.66 -0.104
C -2.72 -4.08 -7.21 -0.242
C -3.85 -3.61 -6.27 -0.208
C -3.41 -3.13 -4.88 -0.218
C -2.50 -1.92 -4.82 -0.248
C -1.97 -1.75 -3.37 -0.063
H -2.01 -5.88 -5.95 0.084
H -0.94 -4.58 -6.17 0.038
H -1.26 -5.50 -7.53 0.054
H -2.16 -3.12 -7.45 0.103
H -3.20 -4.45 -8.09 0.092
H -4.57 -4.48 -6.18 0.124
H -4.41 -2.82 -6.73 0.091
H -4.30 -2.90 -4.29 0.087
H -2.91 -3.94 -4.36 0.106
H -1.67 -2.03 -5.42 0.028
H -2.99 -0.99 -5.18 0.110
H -2.88 -1.90 -2.75 0.043
H -1.26 -2.58 -3.24 0.070
H -1.48 -0.77 -3.10 0.073
C 1.17 -2.12 1.13 -0.102
C 1.53 -0.73 0.61 -0.250
C 0.61 -0.30 -0.52 -0.208
C 0.83 1.15 -0.88 -0.198
C 0.02 1.66 -2.08 -0.268
C -1.43 1.78 -1.72 -0.096
H 1.81 -2.48 1.95 0.056
H 1.31 -2.87 0.32 0.080
H 0.15 -2.26 1.41 0.037
H 1.54 -0.01 1.44 0.103
H 2.52 -0.86 0.14 0.103
H -0.40 -0.42 -0.17 0.085
H 0.78 -0.98 -1.39 0.112
H 0.71 1.89 -0.07 0.100
H 1.88 1.26 -1.12 0.085
H 0.30 2.64 -2.42 0.065
H 0.08 1.00 -2.98 0.090
H -1.82 0.92 -1.19 0.042
H -1.53 2.65 -1.06 0.074
H -2.10 1.89 -2.60 0.065
C -0.94 2.77 -7.43 -0.093
C -0.55 1.79 -6.28 -0.246
C 0.86 1.20 -6.32 -0.206
C 1.03 0.04 -7.36 -0.191
C 0.25 -1.25 -7.02 -0.287
C 0.71 -2.41 -7.85 -0.106
H -0.02 3.37 -7.57 0.070
H -1.72 3.50 -7.17 0.064
H -1.19 2.39 -8.39 0.046
H -0.72 2.35 -5.36 0.092
H -1.30 0.98 -6.35 0.090
H 1.16 0.81 -5.31 0.086
H 1.50 2.00 -6.66 0.104
H 0.85 0.34 -8.38 0.104
H 2.07 -0.35 -7.25 0.108
H 0.49 -1.39 -5.91 0.108
H -0.83 -1.13 -7.01 0.079
H 0.19 -3.32 -7.68 0.032
H 0.66 -2.20 -8.94 0.090
H 1.77 -2.67 -7.62 0.083
```

Output
frontier orbital gap	11.24	eV
net charge	0
structure (SMILES)	CCCCCC.CCCCCC.CCCCCC.CCCCCC.CCCCCC.CCCCCC.CCCCCC.CCCCCC.CCCCCC.CCCCCC.CCCCCC.CCCCCC


Record 4
# C2H4N2O2

2 unconnected molecules or ions with the total composition C2H4N2O2 (ωB97M-V/def2-TZVPD, the OMol25 dataset).

```
10
Properties=species:S:1:pos:R:3:lowdin_charge:R:1
C -0.75 -0.56 -0.50 -0.111
N -0.81 0.70 -0.56 0.095
C -1.58 0.00 0.44 -0.167
H -0.24 -1.37 -0.93 0.104
H -2.63 0.11 0.27 0.093
H -1.25 0.09 1.44 0.085
O 2.85 -0.69 0.57 0.046
N 1.87 -0.23 0.11 -0.197
O 1.73 1.02 -0.27 0.050
H 0.81 0.93 -0.56 0.002
```

Output
frontier orbital gap	10.24	eV
net charge	0
structure (SMILES)	C1=NC1.O=NO


Record 5
# C44H31BBr2N6O9RuS2

A molecular structure, C44H31BBr2N6O9RuS2 (ωB97M-V/def2-TZVPD, the OMol25 dataset).

```
96
Properties=species:S:1:pos:R:3:lowdin_charge:R:1
Ru -1.63 -0.91 0.26 1.250
Br -0.63 6.79 2.86 0.684
C -0.59 5.17 1.86 -0.699
C 0.31 5.06 0.81 -0.142
C 0.31 3.86 0.09 -0.022
C -0.55 2.84 0.42 -0.204
O -0.53 1.61 -0.27 -0.065
C -1.49 2.93 1.49 -0.157
C -2.47 1.99 1.90 -0.122
N -2.77 0.78 1.41 -0.036
C -3.77 0.08 2.05 -0.259
C -4.21 0.26 3.36 -0.043
C -5.22 -0.54 3.91 -0.101
C -5.82 -1.55 3.20 -0.066
C -5.40 -1.79 1.87 -0.166
C -5.92 -2.83 1.06 -0.013
C -5.45 -3.02 -0.20 -0.041
C -4.43 -2.17 -0.68 -0.122
N -3.95 -1.18 0.04 0.020
C -4.40 -0.98 1.30 -0.182
C -1.46 4.17 2.20 -0.101
H 0.99 5.86 0.55 0.072
H 1.00 3.75 -0.72 0.094
H -3.12 2.39 2.68 0.096
H -3.74 1.00 3.99 0.095
H -5.52 -0.36 4.94 0.097
H -6.58 -2.18 3.64 0.099
H -6.69 -3.48 1.48 0.112
H -5.80 -3.83 -0.83 0.102
H -3.99 -2.32 -1.65 0.109
H -2.15 4.31 3.02 0.100
O -1.45 -2.44 -2.50 0.093
B -0.94 -1.31 -1.79 -0.505
O 0.19 -0.85 -2.50 0.061
C 0.38 -1.69 -3.56 -0.212
C 1.38 -1.68 -4.50 0.001
C 1.34 -2.68 -5.47 -0.103
C 0.34 -3.64 -5.47 -0.108
C -0.66 -3.65 -4.50 0.001
C -0.61 -2.66 -3.55 -0.218
H 2.17 -0.94 -4.47 0.103
H 2.11 -2.71 -6.23 0.093
H 0.35 -4.41 -6.24 0.091
H -1.43 -4.41 -4.48 0.115
O -1.80 -5.20 0.36 0.036
C -1.26 -4.13 0.60 -0.601
O -1.88 -3.00 0.70 -0.196
C 0.23 -4.10 0.87 -0.127
C 0.86 -5.24 1.38 -0.025
C 2.21 -5.24 1.73 0.007
C 2.91 -4.07 1.53 -0.221
O 4.23 -3.79 1.79 0.019
C 4.44 -2.47 1.27 -0.131
O 3.19 -1.92 0.93 0.020
C 2.30 -2.95 1.01 -0.219
C 0.97 -2.93 0.68 0.044
H 0.26 -6.13 1.50 0.112
H 2.69 -6.12 2.13 0.110
H 5.06 -2.53 0.37 0.138
H 4.91 -1.85 2.03 0.136
H 0.50 -2.04 0.26 0.071
Br 1.51 0.89 2.52 0.831
C 0.73 -0.70 3.16 -0.747
C 1.50 -1.53 3.98 -0.121
C 0.91 -2.70 4.43 -0.060
C -0.41 -2.97 4.09 -0.049
C -1.07 -2.07 3.28 -0.142
N -0.50 -0.97 2.78 0.022
H 2.51 -1.26 4.23 0.099
H 1.48 -3.39 5.04 0.110
H -0.90 -3.87 4.42 0.110
H -2.10 -2.26 2.97 0.102
N 3.81 7.66 -1.78 0.093
C 3.75 6.27 -1.79 -0.320
C 4.01 5.55 -2.96 -0.031
C 3.97 4.17 -2.96 -0.063
C 3.69 3.48 -1.79 -0.298
C 3.44 4.19 -0.61 -0.075
C 3.47 5.57 -0.61 -0.037
S 3.59 1.72 -1.77 0.575
O 4.53 1.24 -0.80 -0.293
O 3.71 1.29 -3.14 -0.373
N 2.10 1.47 -1.19 -0.037
C 1.12 1.66 -2.01 -0.614
S 1.13 1.94 -3.74 1.106
C -0.60 2.11 -3.77 -0.346
C -1.13 1.96 -2.56 -0.123
N -0.17 1.73 -1.60 -0.123
H 3.68 8.11 -2.67 0.085
H 3.31 8.11 -1.04 0.086
H 4.24 6.09 -3.87 0.107
H 4.15 3.61 -3.86 0.109
H 3.23 3.65 0.30 0.123
H 3.28 6.11 0.30 0.110
H -1.12 2.28 -4.69 0.069
H -2.16 1.98 -2.24 0.144
```

Output
spin multiplicity	6
frontier orbital gap (spin up / spin down)	5.17 / 7.28	eV
<S²>	8.80
net charge	-1


Record 6
# CH6P2S

2 unconnected molecules or ions with the total composition CH6P2S (ωB97M-V/def2-TZVPD, the OMol25 dataset).

```
10
Properties=species:S:1:pos:R:3:lowdin_charge:R:1
C 0.78 0.43 -1.14 -0.624
P -2.17 0.30 -0.38 0.633
P 1.08 -0.53 1.50 0.431
S 1.66 0.98 0.20 0.403
H 0.60 -0.68 -1.28 0.024
H 0.75 1.03 -1.95 -0.057
H -1.78 -0.54 -1.42 -0.214
H -2.02 -0.82 0.29 -0.299
H -0.41 -0.30 1.45 -0.173
H 1.50 0.14 2.73 -0.125
```

Output
spin multiplicity	3
frontier orbital gap (spin up / spin down)	7.83 / 7.49	eV
<S²>	2.01
net charge	0


ΔE to the lowest compared entry with this formula, charge and spin per entry: 182.3 361.8 240.2 668.5 439.7 70.0 kJ/mol
Electronic energy per entry: -285.34515 -307.61139 -2843.93460 -338.39856 -8765.19962 -1122.41167 Ha